# 1
{
  "formula": "C32H32AlN7O",
  "method": "ωB97M-V/def2-TZVPD",
  "spin_multiplicity": 1,
  "largest_force_ha_per_bohr": 0.02484,
  "e_homo_ev": -13.2133,
  "de_lowest_kj_mol": 29.1,
  "total_energy_ha": -1939.2969,
  "homo_lumo_gap_ev": 6.73,
  "total_charge": 2,
  "elements": ["Al", "O", "N", "N", "N", "N", "N", "N", "N", "C", "C", "C", "C", "C", "C", "C", "C", "C", "C", "C", "C", "C", "C", "C", "C", "C", "C", "C", "C", "C", "C", "C", "C", "C", "C", "C", "C", "C", "C", "C", "C", "H", "H", "H", "H", "H", "H", "H", "H", "H", "H", "H", "H", "H", "H", "H", "H", "H", "H", "H", "H", "H", "H", "H", "H", "H", "H", "H", "H", "H", "H", "H", "H"],
  "positions_angstrom": [[-0.20, -0.14, -0.38], [-0.48, 0.60, -2.03], [-0.91, -4.17, -1.61], [2.20, -1.61, -1.37], [-0.06, -2.05, -1.19], [0.49, -1.02, 1.47], [0.66, 1.56, 0.22], [-2.16, 1.51, -3.21], [1.77, -0.42, -0.92], [1.78, -6.61, -2.17], [0.35, -4.73, -1.81], [-1.39, -0.11, 2.75], [1.90, 1.78, -0.25], [2.51, 3.02, -0.11], [1.23, -2.48, -1.45], [0.55, 3.79, 1.05], [-0.35, 3.65, -3.24], [1.82, 4.04, 0.55], [-1.06, -2.89, -1.30], [-3.60, -1.03, 2.10], [-0.07, 2.80, -4.51], [0.40, 0.92, 4.65], [2.89, -5.77, -2.13], [-0.01, -0.27, 2.60], [-1.85, 0.56, 3.89], [2.51, 0.62, -0.89], [2.74, -4.41, -1.93], [-4.36, -0.95, -0.17], [-0.96, 1.05, 4.84], [-2.35, -0.54, 1.71], [-2.04, -0.34, 0.35], [0.51, -6.09, -2.01], [-1.83, 3.86, -2.86], [-4.60, -1.24, 1.16], [1.47, -3.87, -1.75], [-3.09, -0.52, -0.56], [0.88, 0.26, 3.52], [-0.03, 1.25, -4.29], [0.00, 2.53, 0.85], [-0.92, 1.02, -3.11], [-2.51, 2.60, -2.29], [-3.79, -1.24, 3.14], [2.27, 5.01, 0.68], [0.04, -1.94, 1.49], [-2.12, 2.35, -1.30], [3.88, -6.19, -2.26], [0.97, 0.90, -4.06], [-0.36, -6.74, -2.04], [0.89, 3.09, -4.92], [1.94, 0.14, 3.38], [-1.72, -4.77, -1.68], [-2.06, -2.51, -1.13], [-0.82, 3.04, -5.26], [0.20, 3.24, -2.38], [-0.38, 0.74, -5.19], [-2.91, 0.71, 4.02], [-2.39, 4.19, -3.74], [3.52, 0.65, -1.28], [-2.92, -0.31, -1.61], [-5.14, -1.06, -0.91], [1.90, -7.67, -2.32], [-1.34, 1.54, 5.72], [1.48, -1.17, 1.60], [-3.59, 2.71, -2.23], [3.51, 3.20, -0.49], [3.60, -3.75, -1.89], [-2.44, 1.74, -4.16], [-0.01, 4.55, 1.57], [-5.56, -1.62, 1.47], [1.10, 1.31, 5.37], [-1.90, 4.66, -2.12], [0.06, 4.64, -3.43], [-0.98, 2.26, 1.21]]
}

# 2
{
  "formula": "C5H11N2",
  "method": "ωB97M-V/def2-TZVPD",
  "spin_multiplicity": 1,
  "largest_force_ha_per_bohr": 0.07170,
  "e_homo_ev": -13.4766,
  "de_lowest_kj_mol": 293.9,
  "total_energy_ha": -306.2715,
  "homo_lumo_gap_ev": 9.44,
  "total_charge": 1,
  "elements": ["N", "N", "C", "C", "C", "C", "C", "H", "H", "H", "H", "H", "H", "H", "H", "H", "H", "H"],
  "positions_angstrom": [[-1.40, -1.64, -0.21], [0.64, -1.77, 0.76], [-1.32, 1.09, -1.32], [1.10, 1.00, -0.44], [-0.21, 1.07, -0.29], [-0.49, -1.09, 0.57], [2.39, 0.92, -0.30], [2.77, 0.00, -0.16], [-1.02, -2.46, -0.82], [-0.62, 1.46, 0.65], [-1.45, 0.07, -1.86], [-2.28, 1.24, -0.80], [-0.73, -0.57, 1.53], [1.09, -2.36, 0.07], [-2.38, -1.37, -0.35], [3.12, 1.72, -0.19], [-1.08, 1.94, -1.94], [1.26, -1.32, 1.44]]
}

# 3
{
  "formula": "C4H6FNS2",
  "method": "ωB97M-V/def2-TZVPD",
  "spin_multiplicity": 1,
  "largest_force_ha_per_bohr": 0.04250,
  "smiles": "C=C(F)/C(=N/S)SC",
  "e_homo_ev": -8.6294,
  "de_lowest_kj_mol": 140.1,
  "total_energy_ha": -1106.9480,
  "homo_lumo_gap_ev": 9.02,
  "elements": ["S", "S", "F", "N", "C", "C", "C", "C", "H", "H", "H", "H", "H", "H"],
  "positions_angstrom": [[0.60, 1.66, -0.49], [3.18, 0.02, -0.40], [-1.56, -0.29, -1.27], [1.67, -0.80, -0.25], [-0.97, 1.93, 0.32], [-0.94, -1.93, 0.24], [0.64, -0.11, -0.46], [-0.63, -0.83, -0.44], [-0.87, 1.65, 1.42], [-0.18, -2.36, 0.90], [3.95, -1.02, 0.03], [-1.78, 1.34, -0.07], [-1.13, 2.99, 0.24], [-1.97, -2.25, 0.23]]
}

# 4
{
  "formula": "C36H34AsClCsN4O5PS",
  "method": "ωB97M-V/def2-TZVPD",
  "spin_multiplicity": 1,
  "largest_force_ha_per_bohr": 0.08590,
  "e_homo_ev": -0.1731,
  "de_lowest_kj_mol": 203.1,
  "total_energy_ha": -5443.0381,
  "homo_lumo_gap_ev": 3.47,
  "total_charge": -2,
  "elements": ["Cs", "As", "Cl", "S", "P", "O", "O", "O", "O", "O", "N", "N", "N", "N", "C", "C", "C", "C", "C", "C", "C", "C", "C", "C", "C", "C", "C", "C", "C", "C", "C", "C", "C", "C", "C", "C", "C", "C", "C", "C", "C", "C", "C", "C", "C", "C", "C", "C", "C", "C", "H", "H", "H", "H", "H", "H", "H", "H", "H", "H", "H", "H", "H", "H", "H", "H", "H", "H", "H", "H", "H", "H", "H", "H", "H", "H", "H", "H", "H", "H", "H", "H", "H", "H"],
  "positions_angstrom": [[1.19, 0.26, -1.53], [2.15, -3.97, -4.57], [-2.47, -0.38, -0.97], [1.28, 3.39, 3.99], [-3.05, 1.32, 1.82], [2.99, -1.46, 0.11], [3.92, -1.78, -5.44], [2.53, -1.51, -3.67], [2.86, 3.26, -1.93], [4.07, 4.54, -3.40], [2.87, 1.12, 2.96], [2.98, 1.23, -4.03], [3.67, 4.45, 3.39], [3.37, 2.32, 2.66], [-4.18, 0.07, 1.27], [4.04, -4.70, -4.91], [-5.74, -2.18, 0.44], [3.61, 3.03, -5.51], [-5.29, -0.46, 2.09], [3.76, 0.74, -6.25], [-2.78, -0.58, 5.38], [-3.74, 2.92, 1.42], [2.39, -1.69, 3.75], [-4.82, 4.44, -0.16], [-3.86, -0.05, 6.07], [2.85, -2.03, 1.25], [-3.15, 1.12, 3.63], [-4.81, 5.49, 0.77], [-3.55, 4.01, 2.28], [3.24, 2.52, -4.20], [2.47, -3.92, 2.75], [-2.40, 0.04, 4.18], [2.80, 3.38, 3.34], [2.21, -3.10, 3.86], [-5.96, -1.63, 1.69], [2.76, -3.39, 1.50], [3.37, 3.45, -3.03], [3.27, -1.10, -4.63], [-4.25, 1.72, 4.38], [2.08, -4.30, -2.63], [-3.93, -0.59, 0.03], [-4.29, 3.16, 0.08], [-4.75, -1.64, -0.38], [-4.50, 1.11, 5.59], [-4.19, 5.24, 2.03], [3.28, 0.36, -4.94], [2.75, -1.17, 2.48], [1.13, -5.75, -4.90], [2.93, 0.18, 2.05], [3.94, 2.05, -6.47], [3.02, -4.10, 0.72], [-4.02, 6.06, 2.72], [1.30, -3.65, -2.16], [-6.68, -2.05, 2.37], [2.97, -3.87, -2.18], [-5.19, 4.58, -1.11], [4.23, -4.17, -5.83], [3.22, 5.33, 3.65], [-6.23, -3.11, 0.21], [1.54, -6.62, -4.34], [4.38, 4.51, 2.64], [-2.23, -1.42, 5.81], [-1.48, -0.33, 3.61], [4.05, -5.79, -5.07], [1.18, -5.88, -5.96], [-4.88, 2.52, 4.02], [4.09, -0.07, -6.90], [4.60, -4.39, -3.98], [1.74, -3.41, 4.81], [-5.37, 1.41, 6.13], [4.09, 5.26, -2.72], [4.38, 2.30, -7.44], [2.19, -0.98, 4.56], [-5.55, -0.10, 3.04], [3.09, 0.33, 0.98], [0.11, -5.51, -4.58], [2.42, -5.02, 2.85], [-4.62, -2.06, -1.33], [2.01, -5.36, -2.57], [-5.46, 6.38, 0.57], [-4.33, 2.35, -0.67], [-3.03, 3.84, 3.22], [-4.22, -0.57, 6.98], [3.62, 4.08, -5.76]]
}

# 5
{
  "formula": "C25H33LuO2Se",
  "method": "ωB97M-V/def2-TZVPD",
  "spin_multiplicity": 1,
  "largest_force_ha_per_bohr": 0.03470,
  "e_homo_ev": -6.7752,
  "de_lowest_kj_mol": 0.0,
  "total_energy_ha": -4759.8560,
  "homo_lumo_gap_ev": 7.06,
  "elements": ["Lu", "Se", "O", "O", "C", "C", "C", "C", "C", "C", "C", "C", "C", "C", "C", "C", "C", "C", "C", "C", "C", "C", "C", "C", "C", "C", "C", "C", "C", "H", "H", "H", "H", "H", "H", "H", "H", "H", "H", "H", "H", "H", "H", "H", "H", "H", "H", "H", "H", "H", "H", "H", "H", "H", "H", "H", "H", "H", "H", "H", "H", "H"],
  "positions_angstrom": [[-0.82, -1.42, 0.98], [-3.67, -1.66, 0.34], [2.68, 3.70, -2.19], [-0.15, 0.19, -0.38], [1.11, -2.97, 0.81], [3.47, 4.83, -3.88], [1.49, 1.31, -1.61], [-1.96, -0.36, 2.89], [0.35, -0.19, 2.76], [-0.88, 0.50, 2.51], [0.13, 1.66, -2.23], [-4.93, -5.34, 1.82], [5.14, 3.96, -2.15], [-4.35, -3.00, 1.44], [3.80, 4.62, -2.37], [3.64, 5.84, -1.49], [-5.21, -3.75, 3.61], [0.02, -1.46, 3.32], [-0.82, 0.63, -1.65], [0.75, -2.61, -0.53], [-1.00, -3.82, 0.39], [-5.27, -5.07, 3.15], [-0.57, -3.12, -0.78], [-1.40, -1.58, 3.38], [-4.77, -2.72, 2.77], [1.18, 0.77, -0.25], [-4.51, -4.33, 0.97], [2.31, 3.89, -3.59], [0.03, -3.74, 1.36], [0.13, 1.68, -3.32], [2.34, 2.96, -4.17], [-4.27, -4.55, -0.07], [-1.81, 1.02, -1.37], [-1.11, -3.04, -1.72], [3.71, 5.53, -0.44], [1.40, -2.12, -1.25], [2.07, -2.76, 1.29], [-5.01, -6.36, 1.44], [-1.93, -4.38, 0.49], [4.45, 6.54, -1.69], [2.68, 6.32, -1.66], [-0.98, 1.53, 2.15], [-5.50, -3.52, 4.63], [0.75, -2.19, 3.70], [1.13, 1.57, 0.51], [-1.96, -2.42, 3.78], [5.24, 3.05, -2.77], [-5.59, -5.87, 3.81], [1.90, 0.01, 0.07], [4.22, 4.40, -4.55], [-0.91, -0.26, -2.28], [-4.74, -1.70, 3.13], [0.02, -4.22, 2.34], [5.26, 3.69, -1.09], [1.32, 4.36, -3.64], [-3.02, -0.11, 2.87], [2.00, 0.55, -2.21], [1.36, 0.21, 2.62], [3.18, 5.83, -4.18], [-0.18, 2.65, -1.87], [2.14, 2.17, -1.52], [5.93, 4.67, -2.43]]
}

# 6
{
  "formula": "C10H9N3OS",
  "method": "ωB97M-V/def2-TZVPD",
  "spin_multiplicity": 1,
  "largest_force_ha_per_bohr": 0.10341,
  "e_homo_ev": [-6.7393, -7.6108],
  "de_lowest_kj_mol": 88.1,
  "total_energy_ha": -1024.0500,
  "homo_lumo_gap_ev": [6.13, 7.51],
  "elements": ["S", "O", "N", "N", "N", "C", "C", "C", "C", "C", "C", "C", "C", "C", "C", "H", "H", "H", "H", "H", "H", "H", "H", "H"],
  "positions_angstrom": [[3.39, 2.59, -0.52], [4.33, -1.52, 1.22], [2.94, -1.93, -0.61], [0.95, 2.26, 0.30], [2.24, -0.60, 1.03], [1.55, -1.59, -0.93], [-2.59, 1.50, 0.53], [-1.38, 2.13, 0.78], [-2.61, 0.21, -0.04], [1.22, -0.52, 0.06], [1.93, 1.98, -0.49], [3.34, -1.38, 0.58], [-0.11, 0.06, 0.15], [-1.39, -0.50, -0.12], [-0.20, 1.44, 0.46], [-3.53, -0.15, -0.20], [3.39, -2.78, -0.77], [0.90, 3.15, 0.83], [0.88, -2.61, -0.70], [-1.28, 2.95, 1.41], [2.49, -0.02, 1.81], [-3.50, 2.10, 0.62], [1.46, -1.05, -1.92], [-1.34, -1.49, -0.48]]
}

# 7
{
  "formula": "C6H10O",
  "method": "ωB97M-V/def2-TZVPD",
  "spin_multiplicity": 1,
  "largest_force_ha_per_bohr": 0.07803,
  "smiles": "C#C/C(C)=C/C.O",
  "e_homo_ev": -8.6931,
  "de_lowest_kj_mol": 251.7,
  "total_energy_ha": -309.7465,
  "homo_lumo_gap_ev": 9.55,
  "elements": ["O", "C", "C", "C", "C", "C", "C", "H", "H", "H", "H", "H", "H", "H", "H", "H", "H"],
  "positions_angstrom": [[4.58, -0.75, 0.07], [0.81, 0.52, -0.23], [1.96, 0.89, -0.21], [-2.58, -1.24, -0.09], [-0.66, 0.26, -0.08], [-1.11, -0.96, 0.01], [-1.48, 1.47, 0.11], [-2.91, -1.61, -1.11], [2.95, 1.20, -0.13], [-0.96, 2.42, -0.12], [4.86, -0.28, -0.76], [5.22, -0.69, 0.79], [-2.92, -1.96, 0.68], [-2.45, 1.38, -0.35], [-3.17, -0.40, 0.12], [-1.69, 1.53, 1.22], [-0.45, -1.79, 0.10]]
}

# 8
{
  "formula": "C4H12BN",
  "method": "ωB97M-V/def2-TZVPD",
  "spin_multiplicity": 1,
  "largest_force_ha_per_bohr": 0.08739,
  "smiles": "C=BC.CCN",
  "e_homo_ev": -8.5815,
  "de_lowest_kj_mol": 375.4,
  "total_energy_ha": -239.0935,
  "homo_lumo_gap_ev": 9.22,
  "elements": ["N", "C", "C", "C", "C", "B", "H", "H", "H", "H", "H", "H", "H", "H", "H", "H", "H", "H"],
  "positions_angstrom": [[0.37, 1.12, 0.11], [0.75, 1.75, 2.73], [-1.47, -2.39, -1.42], [0.97, -1.55, -2.67], [-0.17, 1.59, 1.38], [-0.14, -1.86, -2.02], [0.59, 0.85, 3.31], [1.00, 0.35, 0.16], [1.21, -0.42, -2.64], [-0.55, 2.52, 1.28], [1.77, 1.89, 2.56], [0.21, 2.52, 3.17], [-0.96, 0.98, 1.78], [-2.17, -2.96, -2.10], [-1.45, -2.89, -0.50], [-1.97, -1.40, -1.09], [1.15, -1.94, -3.65], [0.85, 1.85, -0.40]]
}